Entry 1:
Here is C17H21F3N2O5 in the gas phase from OMol25. Energies are from wB97M-V/def2-TZVPD.

The geometry in XYZ format:
```
48
Properties=species:S:1:pos:R:3
C -1.063 4.720 1.863
C 0.206 4.169 1.243
O -0.163 3.145 0.310
C 0.817 2.655 -0.424
O 1.928 3.092 -0.501
C 0.297 1.502 -1.358
N -0.271 0.449 -0.527
C 0.195 0.204 0.728
O 0.982 0.956 1.275
C -0.354 -1.005 1.384
C -0.643 -2.173 0.688
C -1.129 -3.286 1.352
C -1.344 -3.243 2.727
O -1.826 -4.269 3.471
C -2.146 -5.482 2.832
C -1.039 -2.072 3.429
C -0.541 -0.976 2.767
N 1.396 1.118 -2.206
C 1.191 0.526 -3.515
C 0.765 -0.956 -3.414
O 0.994 -1.454 -2.111
C 2.284 -1.125 -1.636
C 2.474 0.410 -1.530
C -0.875 2.068 -2.180
F -1.848 2.580 -1.425
F -0.502 3.026 -3.032
F -1.488 1.114 -2.913
H -1.706 5.134 1.092
H -1.601 3.927 2.374
H -0.811 5.499 2.577
H 0.768 4.942 0.710
H 0.861 3.714 1.993
H -0.808 -0.269 -0.993
H -0.446 -2.246 -0.371
H -1.331 -4.182 0.787
H -2.930 -5.347 2.081
H -1.265 -5.932 2.362
H -2.510 -6.141 3.618
H -1.199 -2.059 4.495
H -0.292 -0.074 3.304
H 2.160 0.603 -4.016
H 0.478 1.099 -4.103
H -0.305 -1.079 -3.590
H 1.317 -1.561 -4.148
H 2.362 -1.599 -0.656
H 3.040 -1.564 -2.303
H 3.407 0.712 -2.014
H 2.516 0.731 -0.494
```

Properties
- molar mass (g/mol) = 390.358
- ΔE to the lowest compared entry with this formula, charge and spin (eV) = 0.3103
- spin multiplicity = 1
- LUMO (eV) = 0.684
- orbital gap (eV) = 9.3
- SMILES string = CCOC(=O)[C@](NC(=O)c1ccc(OC)cc1)(N1CCOCC1)C(F)(F)F

natural (NBO) population analysis, charges in e, atoms 1 to 6:
1. C -0.62
2. C -0.07
3. O -0.51
4. C 0.84
5. O -0.58
6. C 0.11



Entry 2:
Here is a molecular structure, C17H21F5N5NaO6Te at a distorted geometry from OMol25. Energies are from wB97M-V/def2-TZVPD.

The geometry in XYZ format:
```
56
Properties=species:S:1:pos:R:3
Na 0.088 -0.901 -0.790
O 3.007 -2.050 3.001
C 2.431 -1.911 1.902
O 2.506 -0.976 1.087
C 1.495 -3.086 1.515
C 1.451 -4.236 2.304
C 0.624 -5.278 1.927
C -0.147 -5.146 0.782
C -0.071 -3.950 0.079
N 0.737 -2.959 0.434
C -0.927 -3.760 -1.170
O -1.157 -4.717 -1.888
O -1.354 -2.552 -1.297
H 2.072 -4.265 3.188
H 0.578 -6.186 2.523
H -0.797 -5.928 0.416
C -4.145 1.374 1.704
N -3.163 0.338 1.883
C -3.106 -0.607 2.884
C -2.017 -1.377 2.596
N -1.411 -0.938 1.452
C -2.113 0.094 1.061
H -4.976 1.194 2.388
H -4.525 1.354 0.682
H -3.725 2.361 1.911
H -3.838 -0.641 3.670
H -1.641 -2.228 3.135
H -1.938 0.664 0.163
F -3.399 -1.888 -2.348
Te -1.707 -1.370 -3.127
F 0.180 -1.968 -2.947
F -1.899 -2.920 -4.146
F -0.723 -0.613 -4.622
F -3.050 -0.533 -4.246
O -1.436 0.077 -2.062
C 2.086 2.072 1.743
N 1.917 2.835 0.515
C 2.640 4.077 0.411
C 2.164 4.886 -0.779
C 2.127 3.986 -1.999
N 1.246 2.875 -1.745
C 0.711 2.154 -2.888
C 1.266 2.225 -0.535
O 0.702 1.155 -0.376
H 1.341 2.358 2.492
H 3.080 2.277 2.146
H 2.028 1.003 1.539
H 3.721 3.881 0.318
H 2.504 4.641 1.341
H 2.818 5.745 -0.941
H 1.152 5.256 -0.593
H 3.146 3.648 -2.251
H 1.746 4.523 -2.872
H 0.300 2.884 -3.591
H -0.086 1.475 -2.578
H 1.487 1.573 -3.396
```

Properties
- molar mass (g/mol) = 636.964
- ΔE to the lowest compared entry with this formula, charge and spin (eV) = 1.1670
- spin multiplicity = 1
- LUMO (eV) = 3.853
- orbital gap (eV) = 6.7
- total charge = -2

natural (NBO) population analysis, charges in e, atoms 1 to 6:
1. Na 0.90
2. O -0.78
3. C 0.74
4. O -0.76
5. C 0.11
6. C -0.25



Entry 3:
Here is C17H21FN6O2 in the gas phase from OMol25. Energies are from wB97M-V/def2-TZVPD.

The geometry in XYZ format:
```
47
Properties=species:S:1:pos:R:3
F -6.590 -2.875 -0.049
C -5.664 -1.891 -0.031
C -6.082 -0.573 -0.042
C -5.111 0.414 -0.028
C -3.767 0.094 -0.001
C -3.361 -1.240 0.016
N -2.035 -1.627 0.034
C -0.885 -0.905 0.151
N 0.214 -1.655 0.074
C 1.362 -0.976 0.165
N 2.506 -1.672 0.081
C 3.793 -1.021 0.170
C 4.826 -2.039 0.642
O 4.958 -3.133 -0.245
C 3.766 -3.463 -0.934
C 2.513 -3.100 -0.144
N 1.457 0.345 0.334
C 0.292 0.986 0.433
N 0.331 2.306 0.691
C 1.555 3.063 0.564
C 1.481 3.919 -0.707
O 0.337 4.743 -0.705
C -0.847 3.981 -0.608
C -0.851 3.134 0.670
N -0.913 0.407 0.332
C -4.331 -2.244 -0.003
H -7.134 -0.339 -0.063
H -5.408 1.452 -0.041
H -3.013 0.860 0.005
H -1.855 -2.620 -0.038
H 3.718 -0.191 0.874
H 4.087 -0.616 -0.808
H 5.815 -1.579 0.707
H 4.544 -2.402 1.642
H 3.745 -2.944 -1.904
H 3.805 -4.540 -1.118
H 2.504 -3.640 0.812
H 1.611 -3.368 -0.697
H 2.390 2.367 0.517
H 1.654 3.716 1.439
H 2.338 4.590 -0.776
H 1.464 3.256 -1.586
H -1.670 4.698 -0.606
H -0.941 3.318 -1.482
H -1.731 2.496 0.717
H -0.823 3.795 1.543
H -4.054 -3.287 0.004
```

Properties
- molar mass (g/mol) = 360.393
- spin multiplicity = 1
- LUMO (eV) = 0.671
- orbital gap (eV) = 9.0
- SMILES string = Fc1cccc(Nc2nc(N3CCOCC3)nc(N3CCOCC3)n2)c1

natural (NBO) population analysis, charges in e, atoms 1 to 6:
1. F -0.33
2. C 0.41
3. C -0.32
4. C -0.15
5. C -0.29
6. C 0.19



Repeat the first record exactly.
Here is C17H21F3N2O5 in the gas phase from OMol25. Energies are from wB97M-V/def2-TZVPD.

The geometry in XYZ format:
```
48
Properties=species:S:1:pos:R:3
C -1.063 4.720 1.863
C 0.206 4.169 1.243
O -0.163 3.145 0.310
C 0.817 2.655 -0.424
O 1.928 3.092 -0.501
C 0.297 1.502 -1.358
N -0.271 0.449 -0.527
C 0.195 0.204 0.728
O 0.982 0.956 1.275
C -0.354 -1.005 1.384
C -0.643 -2.173 0.688
C -1.129 -3.286 1.352
C -1.344 -3.243 2.727
O -1.826 -4.269 3.471
C -2.146 -5.482 2.832
C -1.039 -2.072 3.429
C -0.541 -0.976 2.767
N 1.396 1.118 -2.206
C 1.191 0.526 -3.515
C 0.765 -0.956 -3.414
O 0.994 -1.454 -2.111
C 2.284 -1.125 -1.636
C 2.474 0.410 -1.530
C -0.875 2.068 -2.180
F -1.848 2.580 -1.425
F -0.502 3.026 -3.032
F -1.488 1.114 -2.913
H -1.706 5.134 1.092
H -1.601 3.927 2.374
H -0.811 5.499 2.577
H 0.768 4.942 0.710
H 0.861 3.714 1.993
H -0.808 -0.269 -0.993
H -0.446 -2.246 -0.371
H -1.331 -4.182 0.787
H -2.930 -5.347 2.081
H -1.265 -5.932 2.362
H -2.510 -6.141 3.618
H -1.199 -2.059 4.495
H -0.292 -0.074 3.304
H 2.160 0.603 -4.016
H 0.478 1.099 -4.103
H -0.305 -1.079 -3.590
H 1.317 -1.561 -4.148
H 2.362 -1.599 -0.656
H 3.040 -1.564 -2.303
H 3.407 0.712 -2.014
H 2.516 0.731 -0.494
```

Properties
- molar mass (g/mol) = 390.358
- ΔE to the lowest compared entry with this formula, charge and spin (eV) = 0.3103
- spin multiplicity = 1
- LUMO (eV) = 0.684
- orbital gap (eV) = 9.3
- SMILES string = CCOC(=O)[C@](NC(=O)c1ccc(OC)cc1)(N1CCOCC1)C(F)(F)F

natural (NBO) population analysis, charges in e, atoms 1 to 6:
1. C -0.62
2. C -0.07
3. O -0.51
4. C 0.84
5. O -0.58
6. C 0.11